{
  "formula": "C30H55BrN10",
  "method": "ωB97M-V/def2-TZVPD",
  "symbols": ["C", "C", "N", "C", "C", "N", "C", "C", "H", "H", "H", "H", "H", "H", "H", "H", "H", "H", "H", "C", "C", "N", "C", "C", "N", "C", "C", "H", "H", "H", "H", "H", "H", "H", "H", "H", "H", "H", "C", "C", "N", "C", "C", "N", "C", "C", "H", "H", "H", "H", "H", "H", "H", "H", "H", "H", "H", "C", "C", "N", "C", "C", "N", "C", "C", "H", "H", "H", "H", "H", "H", "H", "H", "H", "H", "H", "C", "C", "N", "C", "C", "N", "C", "C", "H", "H", "H", "H", "H", "H", "H", "H", "H", "H", "H", "Br"],
  "positions_angstrom": [[31.0715, 6.0078, -12.1355], [31.1273, 4.9058, -13.2655], [29.8744, 4.7832, -13.9072], [28.8397, 3.9929, -13.5016], [27.8369, 4.0920, -14.5104], [28.2472, 4.9636, -15.4815], [29.5490, 5.3508, -15.1425], [27.6487, 5.0880, -16.7856], [31.7826, 5.7020, -11.3681], [30.1193, 6.0179, -11.6050], [31.2891, 7.0302, -12.4443], [31.3878, 3.9732, -12.7649], [31.9344, 5.2944, -13.8865], [28.8708, 3.4361, -12.5767], [26.8671, 3.6390, -14.6543], [30.1938, 5.8270, -15.8664], [28.3402, 5.4860, -17.5283], [26.7866, 5.7380, -16.6360], [27.5090, 4.0591, -17.1174], [21.8647, 1.6443, -10.5085], [22.5380, 2.9710, -11.0012], [21.5334, 3.8352, -11.6185], [20.1576, 3.9982, -11.3032], [19.6809, 5.1179, -11.9935], [20.7961, 5.6205, -12.6146], [21.8447, 4.8265, -12.4544], [20.7881, 6.9061, -13.2895], [21.9176, 0.8682, -11.2719], [20.8400, 1.6869, -10.1394], [22.5267, 1.1810, -9.7769], [23.2998, 2.7540, -11.7500], [23.0212, 3.5246, -10.1961], [19.6346, 3.3640, -10.6027], [18.7068, 5.5840, -12.0108], [22.7576, 4.9937, -13.0067], [19.8039, 7.3018, -13.5404], [21.2552, 6.7010, -14.2527], [21.1987, 7.7320, -12.7086], [24.8516, 10.6262, -20.4894], [24.4965, 9.4610, -19.4877], [23.6359, 9.8250, -18.3317], [23.4509, 8.9096, -17.2894], [22.4703, 9.4147, -16.4630], [22.0115, 10.6038, -17.0515], [22.7830, 10.8936, -18.1711], [21.0080, 11.4659, -16.4899], [25.4343, 11.3909, -19.9758], [23.9708, 11.2341, -20.6963], [25.2645, 10.3974, -21.4719], [25.3624, 8.9475, -19.0698], [23.9028, 8.7293, -20.0357], [23.9323, 7.9548, -17.1382], [21.9828, 9.1544, -15.5350], [22.7626, 11.7583, -18.8178], [20.1618, 11.4576, -17.1769], [21.4233, 12.4590, -16.3187], [20.7136, 11.0730, -15.5167], [19.9980, -0.4845, -15.0229], [20.1742, 0.8682, -14.3831], [21.5773, 1.2879, -14.4087], [21.9659, 2.5977, -14.6660], [23.3791, 2.5865, -14.6390], [23.7793, 1.3072, -14.2632], [22.6640, 0.5350, -14.0539], [25.1733, 0.7672, -14.2388], [20.2002, -0.4319, -16.0927], [18.9511, -0.7881, -15.0332], [20.5695, -1.1960, -14.4269], [19.8479, 0.6846, -13.3594], [19.4731, 1.5945, -14.7943], [21.1795, 3.3061, -14.8806], [24.1016, 3.3554, -14.8698], [22.6050, -0.5296, -13.8824], [25.3795, 0.6556, -13.1744], [25.8880, 1.5477, -14.5000], [25.1827, -0.0917, -14.9099], [21.1443, 7.7744, -9.1319], [22.3410, 8.5865, -9.7767], [23.5293, 7.8307, -10.0902], [24.2799, 7.1674, -9.1041], [25.4100, 6.6671, -9.7383], [25.4233, 7.1567, -11.1055], [24.2461, 7.8256, -11.2586], [26.5156, 6.7939, -12.0271], [20.8960, 7.0423, -9.9003], [20.2830, 8.4034, -8.9071], [21.5712, 7.3929, -8.2043], [22.5072, 9.4311, -9.1080], [21.9886, 9.2110, -10.5977], [23.8422, 7.0616, -8.1225], [26.2244, 6.0606, -9.3705], [24.0360, 8.3146, -12.1984], [26.2561, 5.9142, -12.6161], [27.4608, 6.5890, -11.5244], [26.7078, 7.6552, -12.6669], [24.4930, 6.1884, -14.8500]],
  "charge": 4,
  "relative_energy_kj_mol": 423.0,
  "gap_ev": 8.84
}